DFT (wB97M-V/def2-TZVPD) results for a structure of composition C61H57F6N8O2P3SeSiW.

```
! wB97M-V def2-TZVPD RIJCOSX def2/J DEFGRID3
* xyz 1 2
C -2.129 1.064 4.176
N 1.182 -2.210 2.677
H 4.174 -2.684 2.699
C 0.665 -1.023 2.314
C -3.454 1.539 -3.836
H 5.380 -2.983 -1.392
C -4.439 -1.930 -1.734
H 3.556 -1.360 -1.547
H -3.826 0.746 7.092
C 5.146 -4.836 -0.350
H -4.848 5.944 -0.047
H -0.606 3.215 -3.204
H 1.571 -3.604 -4.378
C -3.711 4.225 -0.627
H -3.783 2.569 -3.753
C 4.818 -5.452 0.852
N 1.056 0.028 3.108
C -2.329 -0.378 -2.976
N 2.759 0.175 1.131
C 6.106 0.354 -0.973
C -4.407 -1.439 1.369
C -2.372 1.062 5.543
H -4.049 -5.561 -0.514
H -0.351 -1.800 0.911
C 0.727 1.334 2.811
H 0.952 3.883 2.342
H -6.230 -4.786 -1.394
C -6.709 -0.229 0.422
C -3.410 2.546 1.042
C -5.388 -4.107 -1.345
C -2.659 -1.089 -4.127
O 1.462 -0.171 -0.742
H -1.573 1.319 6.227
H 1.545 -4.716 -0.245
C -5.514 0.483 0.443
H 0.328 4.114 4.003
Si -1.982 2.123 -1.483
C -2.700 0.960 -2.807
H -5.221 0.260 3.104
C 2.564 -0.269 -0.107
C 2.164 4.183 -2.598
H 9.092 -0.426 1.342
C -6.755 -1.528 0.902
C 0.101 -3.249 -0.850
C -3.630 0.749 6.028
H -3.598 -1.020 -6.051
F 0.180 0.628 -2.537
C 4.704 3.695 -1.770
W -0.255 0.728 -0.088
P -2.880 0.853 1.389
C -0.430 -2.475 -1.897
H 1.572 0.983 5.305
C -4.640 0.465 5.123
C -4.137 3.312 1.951
H -7.693 -2.070 0.906
C -4.646 4.542 1.565
C 4.710 -2.669 0.627
H 5.452 -5.432 -1.201
C 7.027 -0.798 0.927
C -4.389 0.461 3.759
C -5.516 -2.797 -1.784
C -3.195 -2.362 -1.259
N 4.542 4.384 -2.898
C 4.407 -3.289 1.833
C 5.946 -0.519 0.095
Se 0.969 2.958 -0.218
F 1.837 -0.764 -3.513
H 6.903 -1.478 1.762
C -1.376 3.554 -2.515
H 3.170 5.175 -4.209
H -3.547 4.621 -1.620
H -2.199 3.949 -3.116
H 1.179 4.410 -2.982
H -0.351 -3.226 0.137
H 1.226 -2.937 1.980
C 8.256 -0.206 0.690
H -3.513 -1.908 1.770
C -5.595 -2.143 1.361
H -5.640 0.249 5.474
C -3.112 0.733 3.245
C -3.360 -0.474 -5.147
P -1.728 -1.252 -1.516
H 1.885 -2.247 3.396
H 3.047 1.659 4.560
C 1.698 -4.241 -2.337
H 5.726 3.522 -1.450
H 4.238 -5.146 2.893
H -1.157 1.362 3.854
H -5.502 1.514 0.110
C 4.602 -1.163 0.399
C -4.447 4.989 0.267
H 5.271 0.581 -1.627
C 0.104 -2.632 -3.164
F 2.410 1.318 -2.921
C -3.080 -3.679 -0.818
H -4.568 -0.920 -2.092
H 2.072 4.139 3.667
H -5.621 -3.165 1.717
H -2.139 -4.081 -0.486
C 2.005 1.857 4.824
H 3.848 2.650 -0.100
C 1.156 -4.116 -1.060
H -6.462 -2.442 -2.173
H -4.314 2.949 2.955
H 2.023 -0.071 3.410
C 3.654 3.207 -1.008
H 9.386 1.108 -0.578
H 1.968 2.683 5.529
C -3.160 2.990 -0.260
H 7.469 1.596 -2.064
C -3.781 0.841 -4.987
P 1.326 0.708 -3.918
H -5.203 5.144 2.272
H 2.530 -4.912 -2.508
C 5.099 -3.456 -0.457
C 7.346 0.934 -1.216
H 4.865 -6.530 0.942
N -0.171 -0.901 1.330
C 3.290 4.614 -3.288
N 1.228 2.240 3.641
N 3.604 -0.917 -0.642
C -4.362 -0.109 0.943
C 1.124 3.679 3.395
C -4.171 -4.539 -0.850
O 4.273 -0.399 2.743
H -2.395 -2.136 -4.214
F 2.297 0.772 -5.165
C 3.900 -0.411 1.576
C 1.159 -3.514 -3.381
C 2.357 3.453 -1.441
F 0.742 2.164 -4.205
H -0.398 2.590 1.853
H -4.355 1.327 -5.766
F 0.135 0.055 -4.766
C 8.420 0.658 -0.385
N -0.117 1.618 1.846
C 4.460 -4.676 1.942
H -0.270 -2.045 -3.989
H -0.993 4.355 -1.885
H -7.608 0.245 0.048
*
```

Output
<S²>: 0.760
Total energy, a.u.: -7328.6673
Orbital gap (spin up / spin down), eV: 6.8 / 7.1
LUMO (spin up / spin down), eV: -3.344 / -3.292
ΔE to the lowest compared entry with this formula, charge and spin, kcal per mole: 0.0